P.
{
  "formula": "C2H4N2OS",
  "method": "the ωB97M-V functional and the def2-TZVPD basis",
  "species": ["H", "N", "C", "N", "S", "C", "O", "H", "H", "H"],
  "coordinates": [[-0.245, 1.113, 2.527], [0.407, 0.401, 2.126], [0.337, 0.218, 0.877], [1.416, -0.342, 0.139], [-1.004, 1.027, -0.168], [-1.317, -0.011, -1.548], [-1.041, -1.378, -1.411], [2.306, -0.745, 0.439], [1.212, -0.799, -0.799], [-2.071, 0.516, -2.181]],
  "smiles": "[H]/N=C(/N)SC=O",
  "e_lumo_ha": -0.0239,
  "e_homo_ha": -0.35785,
  "orbital_gap_ha": 0.334
}



Q.
{
  "formula": "C2H4N2OS",
  "method": "the ωB97M-V functional and the def2-TZVPD basis",
  "species": ["H", "N", "C", "N", "O", "C", "S", "H", "H", "H"],
  "coordinates": [[0.200, 1.478, -0.705], [1.102, 1.482, -0.204], [1.376, 0.275, 0.055], [0.567, -0.826, -0.063], [-0.675, -0.545, -0.661], [-1.601, -0.197, 0.293], [-3.028, 0.400, -0.129], [2.267, 0.005, 0.598], [0.996, -1.658, -0.443], [-1.203, -0.414, 1.259]],
  "smiles": "[H]/N=C\\NOC=S",
  "e_lumo_ha": -0.0030,
  "e_homo_ha": -0.34847,
  "orbital_gap_ha": 0.345
}



R.
{
  "formula": "C2H4N2OS",
  "method": "the ωB97M-V functional and the def2-TZVPD basis",
  "species": ["H", "N", "C", "N", "O", "C", "S", "H", "H", "H"],
  "coordinates": [[-0.949, 2.088, 0.002], [-1.662, 1.314, -0.026], [-1.471, 0.048, 0.047], [-2.431, -0.913, -0.159], [-0.162, -0.347, 0.176], [0.909, 0.408, -0.020], [2.438, -0.224, -0.017], [-3.441, -0.875, 0.594], [-2.080, -1.927, -0.322], [0.783, 1.538, -0.270]],
  "smiles": "[H]/N=C(/N)OC=S",
  "e_lumo_ha": -0.0113,
  "e_homo_ha": -0.33124,
  "orbital_gap_ha": 0.320
}



S.
{
  "formula": "C2H4N2OS",
  "method": "the ωB97M-V functional and the def2-TZVPD basis",
  "species": ["C", "C", "H", "H", "H", "H", "N", "N", "O", "S"],
  "coordinates": [[-0.521, -1.225, 0.095], [1.585, 1.077, -0.101], [-2.708, 0.666, -0.677], [-0.810, -1.941, 1.492], [1.436, 1.061, -1.204], [1.548, 2.081, 0.288], [-1.081, -0.272, -0.559], [1.580, -0.033, 0.649], [-2.286, -0.089, 0.263], [1.258, -1.326, -0.246]],
  "e_lumo_ha": -0.0132,
  "e_homo_ha": -0.31512,
  "orbital_gap_ha": 0.302
}



Most stable one: P, least stable one: S.



P.
{
  "formula": "C9H14O",
  "method": "the ωB97M-V functional and the def2-TZVPD basis",
  "species": ["C", "C", "C", "C", "C", "O", "C", "C", "H", "H", "H", "H", "H", "H", "H", "H", "C", "C", "H", "H", "H", "H", "H", "H"],
  "coordinates": [[0.754, -2.241, 3.666], [0.236, -1.891, 2.294], [1.144, -1.325, 1.402], [0.701, -0.690, 0.245], [-0.633, -0.808, -0.098], [-1.112, -0.480, -1.342], [-1.592, -1.249, 0.812], [-1.120, -1.761, 2.008], [1.557, -2.931, 3.523], [0.049, -2.785, 4.288], [1.146, -1.368, 4.182], [2.189, -1.248, 1.676], [1.415, -0.237, -0.431], [-0.460, 0.054, -1.826], [-2.639, -1.094, 0.605], [-1.785, -2.149, 2.733], [0.167, 2.056, -2.836], [-0.089, 3.516, -3.105], [-0.730, 1.475, -3.052], [0.934, 1.568, -3.428], [0.458, 1.867, -1.798], [0.772, 4.178, -3.026], [-0.829, 3.898, -2.399], [-0.533, 3.642, -4.091]],
  "smiles": "Cc1ccc(O)cc1.CC",
  "e_lumo_ha": 0.0337,
  "e_homo_ha": -0.30390,
  "orbital_gap_ha": 0.338
}



Q.
{
  "formula": "C9H14O",
  "method": "the ωB97M-V functional and the def2-TZVPD basis",
  "species": ["C", "C", "C", "C", "C", "O", "C", "C", "H", "H", "H", "H", "H", "H", "H", "H", "C", "C", "H", "H", "H", "H", "H", "H"],
  "coordinates": [[-0.347, -1.735, 2.842], [0.364, -1.191, 1.636], [0.155, 0.202, 1.366], [0.978, 0.719, 0.396], [2.012, -0.044, -0.201], [2.962, 0.547, -0.971], [2.194, -1.382, 0.087], [1.269, -1.970, 0.963], [0.104, -2.564, 3.395], [-1.401, -1.997, 2.694], [-0.394, -0.987, 3.656], [-0.743, 0.606, 1.808], [0.949, 1.783, 0.167], [2.736, 1.420, -1.246], [3.026, -1.865, -0.403], [1.473, -2.999, 1.226], [-1.438, 1.553, -2.746], [-2.391, 1.362, -1.534], [-1.411, 0.557, -3.189], [-1.877, 2.251, -3.466], [-0.385, 1.832, -2.705], [-3.147, 2.145, -1.556], [-1.853, 1.386, -0.594], [-2.833, 0.372, -1.626]],
  "smiles": "Cc1ccc(O)cc1.CC",
  "e_lumo_ha": 0.0312,
  "e_homo_ha": -0.30292,
  "orbital_gap_ha": 0.334
}



Most stable one: P, least stable one: Q.



P.
{
  "formula": "C9H14O",
  "method": "the ωB97M-V functional and the def2-TZVPD basis",
  "species": ["C", "C", "C", "C", "C", "O", "C", "C", "H", "H", "H", "H", "H", "H", "H", "H", "C", "C", "H", "H", "H", "H", "H", "H"],
  "coordinates": [[-1.826, -2.352, 1.472], [-0.782, -1.277, 1.457], [-0.361, -0.498, 2.545], [0.773, 0.320, 2.521], [1.407, 0.527, 1.218], [2.628, 1.133, 1.330], [1.042, -0.239, 0.123], [-0.063, -1.093, 0.269], [-2.796, -2.028, 1.116], [-1.938, -2.823, 2.442], [-1.535, -3.133, 0.795], [-0.988, -0.538, 3.487], [1.057, 0.981, 3.350], [2.498, 1.958, 1.747], [1.621, -0.057, -0.760], [-0.275, -1.796, -0.657], [-0.391, 1.975, -2.609], [0.346, 0.687, -3.089], [-1.454, 1.914, -2.471], [0.019, 2.197, -1.588], [-0.477, 2.768, -3.354], [0.539, 0.226, -2.142], [-0.409, 0.097, -3.669], [1.364, 1.052, -3.534]],
  "smiles": "Cc1ccc(O)cc1.CC",
  "e_lumo_ha": 0.0319,
  "e_homo_ha": -0.31476,
  "orbital_gap_ha": 0.347
}



Q.
{
  "formula": "C9H14O",
  "method": "the ωB97M-V functional and the def2-TZVPD basis",
  "species": ["C", "C", "C", "C", "C", "O", "C", "C", "H", "H", "H", "H", "H", "H", "H", "H", "C", "C", "H", "H", "H", "H", "H", "H"],
  "coordinates": [[-1.351, -0.555, 3.426], [-0.661, -0.362, 2.049], [0.656, -0.052, 1.750], [1.408, -0.383, 0.564], [0.720, -1.015, -0.434], [1.361, -1.697, -1.360], [-0.665, -1.026, -0.248], [-1.332, -0.641, 0.865], [-0.805, -1.356, 3.892], [-2.447, -0.831, 3.402], [-1.323, 0.325, 4.111], [1.310, 0.492, 2.420], [2.442, -0.066, 0.622], [2.278, -1.619, -1.151], [-1.329, -1.286, -1.026], [-2.377, -0.859, 0.842], [-0.191, 2.215, -2.031], [0.061, 2.572, -3.518], [-1.208, 2.026, -1.975], [0.283, 1.248, -1.724], [0.146, 2.919, -1.263], [0.651, 1.855, -4.056], [0.444, 3.617, -3.489], [-0.819, 2.593, -4.261]],
  "smiles": "Cc1ccc(O)cc1.CC",
  "e_lumo_ha": 0.0316,
  "e_homo_ha": -0.30591,
  "orbital_gap_ha": 0.338
}



R.
{
  "formula": "C9H14O",
  "method": "the ωB97M-V functional and the def2-TZVPD basis",
  "species": ["C", "C", "C", "C", "C", "C", "C", "H", "H", "H", "H", "H", "H", "H", "H", "C", "C", "O", "H", "H", "H", "H", "H", "H"],
  "coordinates": [[3.132, 0.357, -2.704], [2.294, -0.040, -1.519], [1.199, -0.847, -1.772], [0.245, -1.022, -0.782], [0.551, -0.593, 0.494], [1.701, 0.079, 0.823], [2.641, 0.348, -0.219], [4.040, 0.912, -2.321], [2.701, 0.782, -3.576], [3.482, -0.630, -3.070], [0.947, -1.016, -2.806], [-0.590, -1.689, -0.908], [-0.180, -0.708, 1.290], [2.075, 0.388, 1.776], [3.620, 0.692, 0.003], [-3.690, 0.417, 0.882], [-2.531, 0.267, 1.908], [-3.060, 0.593, 3.186], [-3.750, 1.510, 0.835], [-4.675, 0.050, 1.124], [-3.243, 0.021, -0.093], [-2.126, -0.737, 1.962], [-1.763, 1.007, 1.686], [-3.021, -0.143, 3.801]],
  "smiles": "Cc1ccccc1.CCO",
  "e_lumo_ha": 0.0317,
  "e_homo_ha": -0.33095,
  "orbital_gap_ha": 0.363
}



S.
{
  "formula": "C9H14O",
  "method": "the ωB97M-V functional and the def2-TZVPD basis",
  "species": ["C", "C", "C", "C", "C", "O", "C", "C", "H", "H", "H", "H", "H", "H", "H", "H", "C", "C", "H", "H", "H", "H", "H", "H"],
  "coordinates": [[-1.786, -0.146, -1.592], [-1.317, -0.788, -0.313], [-0.820, 0.044, 0.695], [-0.201, -0.453, 1.793], [-0.125, -1.875, 1.969], [0.321, -2.177, 3.221], [-0.726, -2.698, 1.037], [-1.287, -2.157, -0.140], [-2.144, 0.884, -1.432], [-2.595, -0.593, -2.234], [-0.993, -0.090, -2.333], [-0.915, 1.098, 0.574], [0.229, 0.079, 2.633], [0.725, -3.048, 3.286], [-0.376, -3.727, 0.926], [-1.839, -2.787, -0.818], [2.239, 1.943, -1.398], [1.273, 2.664, -0.409], [1.654, 1.776, -2.327], [3.129, 2.535, -1.535], [2.466, 0.915, -1.075], [1.868, 3.431, 0.113], [0.759, 2.073, 0.334], [0.460, 3.096, -0.973]],
  "smiles": "Cc1ccc(O)cc1.CC",
  "e_lumo_ha": 0.0315,
  "e_homo_ha": -0.30873,
  "orbital_gap_ha": 0.340
}



Most stable one: S, least stable one: Q.



P.
{
  "formula": "C9H14O",
  "method": "the ωB97M-V functional and the def2-TZVPD basis",
  "species": ["C", "C", "C", "C", "C", "O", "C", "C", "H", "H", "H", "H", "H", "H", "H", "H", "C", "C", "H", "H", "H", "H", "H", "H"],
  "coordinates": [[1.802, 1.979, -2.709], [1.763, 1.430, -1.315], [0.995, 0.266, -1.130], [0.715, -0.187, 0.161], [1.337, 0.436, 1.221], [1.174, -0.036, 2.510], [2.093, 1.585, 1.084], [2.243, 2.100, -0.206], [1.586, 3.032, -2.846], [1.202, 1.380, -3.386], [2.783, 1.916, -3.209], [0.472, -0.162, -1.975], [0.128, -1.091, 0.149], [1.065, -0.976, 2.514], [2.664, 1.979, 1.908], [2.697, 3.060, -0.437], [-2.631, -1.472, 0.822], [-3.548, -2.661, 1.129], [-2.237, -1.055, 1.752], [-1.785, -1.865, 0.315], [-3.137, -0.696, 0.261], [-3.863, -3.072, 0.160], [-4.469, -2.383, 1.637], [-3.048, -3.507, 1.590]],
  "smiles": "Cc1ccc(O)cc1.CC",
  "e_lumo_ha": 0.0311,
  "e_homo_ha": -0.31203,
  "orbital_gap_ha": 0.343
}



Q.
{
  "formula": "C9H14O",
  "method": "the ωB97M-V functional and the def2-TZVPD basis",
  "species": ["C", "C", "C", "C", "C", "O", "C", "C", "H", "H", "H", "H", "H", "H", "H", "H", "C", "C", "H", "H", "H", "H", "H", "H"],
  "coordinates": [[-1.128, 1.145, 2.601], [-0.500, 1.385, 1.296], [-0.277, 2.638, 0.753], [0.235, 2.833, -0.547], [0.424, 1.702, -1.289], [0.849, 1.873, -2.612], [0.229, 0.418, -0.799], [-0.299, 0.239, 0.446], [-1.920, 1.873, 2.802], [-0.471, 1.417, 3.450], [-1.309, 0.100, 2.838], [-0.368, 3.520, 1.379], [0.337, 3.847, -0.889], [1.125, 1.011, -2.894], [0.382, -0.390, -1.510], [-0.376, -0.687, 1.001], [-0.413, -4.976, 0.416], [0.878, -4.779, -0.444], [-1.298, -4.541, -0.044], [-0.624, -6.037, 0.273], [-0.290, -4.666, 1.443], [0.629, -5.217, -1.402], [0.955, -3.705, -0.657], [1.790, -5.143, -0.003]],
  "smiles": "Cc1ccc(O)cc1.CC",
  "e_lumo_ha": 0.0295,
  "e_homo_ha": -0.30717,
  "orbital_gap_ha": 0.337
}



Most stable one: P, least stable one: Q.



P.
{
  "formula": "C4H6N2O",
  "method": "the ωB97M-V functional and the def2-TZVPD basis",
  "species": ["H", "N", "C", "C", "N", "O", "C", "C", "H", "H", "H", "H", "H"],
  "coordinates": [[1.287, -1.572, 0.584], [1.976, -0.833, 0.602], [1.509, 0.319, 0.373], [2.591, 1.212, -0.029], [3.562, 1.570, -0.538], [0.235, 0.742, 0.223], [-0.683, -0.348, -0.018], [-2.102, 0.132, -0.229], [-0.320, -0.859, -0.917], [-0.647, -1.050, 0.824], [-2.161, 0.874, -1.028], [-2.705, -0.734, -0.529], [-2.542, 0.547, 0.681]],
  "smiles": "[H]/N=C(/C#N)OCC",
  "e_lumo_ha": 0.0240,
  "e_homo_ha": -0.40022,
  "orbital_gap_ha": 0.424
}



Q.
{
  "formula": "C4H6N2O",
  "method": "the ωB97M-V functional and the def2-TZVPD basis",
  "species": ["C", "C", "C", "C", "O", "N", "N", "H", "H", "H", "H", "H", "H"],
  "coordinates": [[-1.423, -0.299, -1.658], [-0.375, -0.129, -0.618], [-0.530, -0.187, 0.775], [0.715, 0.198, 1.252], [1.116, 0.265, 2.534], [1.590, 0.164, 0.222], [0.863, 0.230, -0.934], [-1.921, -1.260, -1.542], [-0.972, -0.247, -2.645], [-2.171, 0.488, -1.571], [-1.411, -0.399, 1.344], [1.968, 0.710, 2.621], [2.552, 0.467, 0.221]],
  "smiles": "Cc1cc(O)[nH]n1",
  "e_lumo_ha": 0.0188,
  "e_homo_ha": -0.31278,
  "orbital_gap_ha": 0.332
}



Most stable one: Q, least stable one: P.